Below is a 3-piece molecular cluster, C3H11N4 overall at a distorted geometry, with properties calculated with the ωB97M-V functional and the def2-TZVPD basis.

ORCA input file:
```
! RIJCOSX wB97M-V def2-TZVPD def2/J DEFGRID3
* xyz 1 3
C 2.98 -0.84 0.54
C 2.21 -0.22 -0.61
C 1.58 0.88 0.11
N -2.47 0.82 0.04
N -1.52 1.38 0.24
N 2.18 1.98 0.26
N -4.75 -0.14 -0.15
H 2.46 -0.51 1.55
H 2.96 -2.02 0.43
H 3.94 -0.50 0.65
H 2.94 0.15 -1.45
H 1.59 -0.93 -1.03
H -3.49 0.43 -0.15
H 1.72 2.59 0.97
H 3.06 2.31 -0.20
H -5.21 -0.12 0.69
H -5.22 0.41 -0.81
H -4.88 -1.04 -0.60
*
```

Values from the calculation:
- highest occupied orbital energy (spin up / spin down) (eV) = -8.20 / -15.76
- LUMO (spin up / spin down) (eV) = -3.87 / -5.40
- relative energy (zero: lowest compared OMol25 entry of this formula, charge and spin) (kJ/mol) = 172.4
- <S²> = 2.01
- Kohn-Sham gap (spin up / spin down) (eV) = 4.3 / 10.4

=====

Below is one molecule with the formula C7H10 at a distorted geometry, with properties calculated with the ωB97M-V functional and the def2-TZVPD basis.

ORCA input file:
```
! RIJCOSX wB97M-V def2-TZVPD def2/J DEFGRID3
* xyz 0 1
C 0.97 1.32 0.86
C 0.75 1.10 -0.53
C 0.36 -0.05 -1.18
C 0.21 -1.62 0.17
C -1.03 -1.31 0.69
C -1.62 -0.30 0.01
C -0.95 0.42 -0.99
H 1.93 0.89 1.16
H 1.00 2.36 1.19
H 0.24 0.87 1.53
H 1.38 1.68 -1.19
H 0.70 -0.14 -2.19
H 1.25 -1.46 0.47
H 0.38 -2.72 0.10
H -1.48 -1.83 1.51
H -2.65 -0.06 0.23
H -1.51 0.84 -1.81
*
```

Values from the calculation:
- highest occupied orbital energy (eV) = -7.77
- LUMO (eV) = 1.10
- relative energy (zero: lowest compared OMol25 entry of this formula, charge and spin) (kJ/mol) = 508.8
- Kohn-Sham gap (eV) = 8.9

=====

Below is one molecule with the formula C5H11N3O2S at a distorted geometry, with properties calculated with the ωB97M-V functional and the def2-TZVPD basis.

ORCA input file:
```
! RIJCOSX wB97M-V def2-TZVPD def2/J DEFGRID3
* xyz 0 1
C 1.20 -0.72 -1.20
C 2.27 0.02 -2.05
C -1.88 -0.77 2.26
C -1.74 0.21 -0.14
C -1.37 0.36 1.34
N 1.17 -0.16 -0.01
N 0.60 -1.72 -1.72
N 0.02 0.52 1.41
O 0.62 2.26 -0.46
O 2.19 1.58 1.42
S 1.13 1.34 0.55
H 3.13 0.21 -1.39
H 1.83 0.91 -2.37
H 2.66 -0.60 -2.84
H -2.02 -1.76 1.80
H -1.20 -0.99 3.02
H -2.72 -0.22 2.64
H -2.77 0.30 -0.44
H -1.57 -0.78 -0.35
H -0.94 0.75 -0.66
H -1.60 1.31 1.84
H 0.97 -2.05 -2.65
*
```

Values from the calculation:
- highest occupied orbital energy (eV) = -9.88
- LUMO (eV) = -1.64
- relative energy (zero: lowest compared OMol25 entry of this formula, charge and spin) (kJ/mol) = 436.5
- Kohn-Sham gap (eV) = 8.2

=====

Below is a 2-piece molecular cluster, C2H5N2O2S overall at a distorted geometry, with properties calculated with the ωB97M-V functional and the def2-TZVPD basis.

ORCA input file:
```
! RIJCOSX wB97M-V def2-TZVPD def2/J DEFGRID3
* xyz 1 1
C -0.73 2.26 -0.05
C -0.71 3.29 -0.86
N -1.23 1.63 0.88
N 0.51 -0.66 -0.67
O -1.15 0.33 0.96
O -1.93 2.20 1.88
S -0.37 4.43 -1.90
H 0.26 -1.58 -1.09
H 1.53 -0.65 -0.72
H -0.22 -0.23 0.07
H 0.35 -0.02 -1.40
H -2.05 1.58 2.54
*
```

Values from the calculation:
- highest occupied orbital energy (eV) = -13.45
- LUMO (eV) = -5.97
- relative energy (zero: lowest compared OMol25 entry of this formula, charge and spin) (kJ/mol) = 305.0
- Kohn-Sham gap (eV) = 7.5

=====

Below is one molecule with the formula C4H6N2O, with properties calculated with the ωB97M-V functional and the def2-TZVPD basis.

ORCA input file:
```
! RIJCOSX wB97M-V def2-TZVPD def2/J DEFGRID3
* xyz 0 1
O 0.79 1.54 1.34
C 0.56 0.69 0.49
N 1.27 -0.46 0.36
C 0.90 -1.57 -0.48
C -1.83 0.58 -0.07
C -1.50 1.81 -0.06
N -0.44 0.86 -0.52
H 1.97 -0.60 1.08
H 1.78 -2.20 -0.66
H 0.55 -1.19 -1.44
H -2.48 -0.28 -0.01
H 0.11 -2.19 -0.04
H -1.62 2.87 0.04
*
```

Values from the calculation:
- highest occupied orbital energy (eV) = -8.67
- LUMO (eV) = 0.95
- relative energy (zero: lowest compared OMol25 entry of this formula, charge and spin) (kJ/mol) = 355.8
- Kohn-Sham gap (eV) = 9.6
- SMILES = CNC(=O)N1C=C1

=====

Below is a 6-piece molecular cluster, C27H48BO12P overall, with properties calculated with the ωB97M-V functional and the def2-TZVPD basis.

ORCA input file:
```
! RIJCOSX wB97M-V def2-TZVPD def2/J DEFGRID3
* xyz 0 1
C -1.09 1.89 -2.29
C -0.63 0.46 -2.59
C 0.86 0.21 -2.38
C 1.40 0.53 -0.98
C 0.60 -0.01 0.21
C 0.99 -1.41 0.73
P 0.20 -2.92 0.05
C 1.18 -3.26 -1.49
B 0.44 -3.27 -2.88
O 1.17 -3.65 -4.01
O -0.88 -2.95 -3.04
H -1.12 2.50 -3.19
H -0.43 2.39 -1.59
H -2.09 1.90 -1.86
H -0.85 0.24 -3.64
H -1.21 -0.24 -1.99
H 1.42 0.80 -3.11
H 1.07 -0.83 -2.64
H 1.43 1.61 -0.89
H 2.43 0.19 -0.89
H -0.48 0.00 0.01
H 0.75 0.67 1.04
H 2.07 -1.55 0.69
H 0.73 -1.43 1.79
H -0.95 -2.33 -0.52
H 2.02 -2.56 -1.53
H 1.63 -4.25 -1.36
H 1.29 -4.60 -4.01
H -1.06 -2.06 -3.36
O 4.30 -1.68 1.32
C 4.69 -0.62 1.71
O 4.00 0.52 1.52
C 4.75 1.66 2.00
C 5.73 1.08 3.01
C 5.99 -0.31 2.44
H 5.26 2.12 1.15
H 4.05 2.37 2.44
H 6.63 1.69 3.13
H 5.25 1.00 3.99
H 6.80 -0.32 1.71
H 6.18 -1.08 3.19
O 2.28 2.30 4.06
C 1.49 1.45 4.37
O 0.55 1.00 3.52
C -0.34 0.07 4.19
C 0.46 -0.45 5.38
C 1.33 0.76 5.71
H -1.23 0.61 4.49
H -0.62 -0.71 3.48
H -0.17 -0.79 6.19
H 1.09 -1.28 5.07
H 0.84 1.46 6.39
H 2.31 0.51 6.12
O -3.40 0.38 4.48
C -4.06 1.11 3.80
O -4.61 0.68 2.64
C -5.25 1.78 1.97
C -5.55 2.81 3.05
C -4.39 2.57 4.02
H -4.56 2.17 1.21
H -6.14 1.40 1.47
H -5.60 3.82 2.67
H -6.50 2.57 3.54
H -3.51 3.16 3.75
H -4.63 2.75 5.06
O -3.84 5.67 2.06
C -4.47 5.90 1.07
O -5.80 5.60 0.99
C -6.29 5.86 -0.34
C -5.31 6.88 -0.93
C -4.00 6.49 -0.24
H -6.29 4.92 -0.90
H -7.31 6.23 -0.26
H -5.27 6.85 -2.01
H -5.61 7.89 -0.63
H -3.46 5.72 -0.79
H -3.33 7.33 -0.05
O 3.54 -9.76 -7.23
C 3.36 -8.68 -6.76
O 4.10 -8.22 -5.72
C 3.62 -6.93 -5.29
C 2.89 -6.36 -6.50
C 2.35 -7.62 -7.16
H 2.96 -7.08 -4.43
H 4.48 -6.34 -4.98
H 2.12 -5.63 -6.23
H 3.60 -5.87 -7.16
H 1.38 -7.92 -6.77
H 2.28 -7.57 -8.25
*
```

Values from the calculation:
- highest occupied orbital energy (eV) = -8.00
- LUMO (eV) = 0.29
- Kohn-Sham gap (eV) = 8.3
- SMILES = CCCCCCPCB(O)O.O=C1CCCO1.O=C1CCCO1.O=C1CCCO1.O=C1CCCO1.O=C1CCCO1

=====

Below is C33H35CaN3O2S as an isolated structure, with properties calculated with the ωB97M-V functional and the def2-TZVPD basis.

ORCA input file:
```
! RIJCOSX wB97M-V def2-TZVPD def2/J DEFGRID3
* xyz 0 1
Ca 0.01 -0.13 -0.11
C 1.88 2.09 -2.66
C 0.49 1.52 -2.70
C -0.53 2.07 -1.94
C -1.83 1.54 -1.97
C -2.92 2.18 -1.15
C -2.08 0.44 -2.78
C -1.08 -0.13 -3.57
C -1.38 -1.30 -4.45
C 0.20 0.42 -3.51
H 2.03 2.72 -1.79
H 2.07 2.70 -3.55
H 2.64 1.30 -2.65
H -0.32 2.92 -1.30
H -2.52 2.62 -0.24
H -3.69 1.44 -0.88
H -3.41 2.96 -1.73
H -3.07 0.00 -2.79
H -1.91 -0.98 -5.35
H -2.01 -2.02 -3.93
H -0.47 -1.81 -4.77
H 0.99 -0.03 -4.11
C -0.24 -1.27 2.96
N -1.22 -0.89 1.94
C -2.09 -2.03 1.66
C -2.01 0.26 2.40
C -1.21 1.55 2.47
C -1.35 2.35 3.61
C -0.71 3.58 3.67
C 0.06 3.99 2.59
C 0.20 3.16 1.48
C -0.42 1.91 1.37
H -0.74 -1.62 3.88
H 0.38 -0.41 3.21
H 0.40 -2.07 2.59
H -2.66 -2.33 2.55
H -1.49 -2.88 1.32
H -2.79 -1.77 0.86
H -2.47 0.03 3.38
H -2.83 0.39 1.69
H -1.95 2.01 4.44
H -0.81 4.20 4.55
H 0.56 4.96 2.62
H 0.83 3.53 0.67
O -0.76 -2.14 -1.35
S 0.44 -2.98 -1.21
O 0.28 -4.22 -0.51
N 1.49 -1.98 -0.62
C 2.67 -2.30 0.03
C 3.41 -3.45 -0.13
C 4.62 -3.63 0.57
C 5.10 -2.67 1.42
C 4.36 -1.48 1.61
C 4.77 -0.45 2.49
C 3.99 0.66 2.65
C 2.79 0.75 1.93
N 2.37 -0.18 1.10
C 3.14 -1.29 0.93
C 0.95 -3.39 -2.86
C 1.95 -2.67 -3.49
C 2.30 -2.99 -4.79
C 1.64 -4.01 -5.46
C 0.65 -4.74 -4.82
C 0.30 -4.44 -3.51
H 3.05 -4.22 -0.79
H 5.18 -4.54 0.43
H 6.03 -2.81 1.96
H 5.70 -0.56 3.04
H 4.28 1.46 3.32
H 2.13 1.61 2.05
H 2.45 -1.88 -2.94
H 3.08 -2.43 -5.29
H 1.91 -4.25 -6.48
H 0.14 -5.55 -5.33
H -0.46 -5.00 -2.98
*
```

Values from the calculation:
- highest occupied orbital energy (eV) = -7.38
- LUMO (eV) = 0.21
- relative energy (zero: lowest compared OMol25 entry of this formula, charge and spin) (kJ/mol) = 0.0
- Kohn-Sham gap (eV) = 7.6

=====

Below is one molecule with the formula C6H12S at a distorted geometry, with properties calculated with the ωB97M-V functional and the def2-TZVPD basis.

ORCA input file:
```
! RIJCOSX wB97M-V def2-TZVPD def2/J DEFGRID3
* xyz 0 1
C 2.29 0.27 -0.48
C 0.92 0.56 -0.95
C 0.00 -0.61 -0.64
C 0.08 -1.07 0.83
C 0.14 -0.28 1.89
C -0.12 1.25 1.89
H 2.61 -0.69 -0.87
H 2.34 0.25 0.63
H 2.99 1.04 -0.81
H 1.00 0.73 -2.03
H 0.49 1.46 -0.57
H 0.29 -1.51 -1.21
H -2.31 -1.25 -0.63
H -0.10 -2.21 0.95
H 0.75 -0.71 2.66
H -0.45 1.63 2.88
H -0.99 1.49 1.22
H 0.81 1.80 1.61
S -1.70 -0.17 -1.19
*
```

Values from the calculation:
- highest occupied orbital energy (eV) = -8.65
- LUMO (eV) = 0.86
- relative energy (zero: lowest compared OMol25 entry of this formula, charge and spin) (kJ/mol) = 120.2
- Kohn-Sham gap (eV) = 9.5
- SMILES = C/C=C\[C@@H](S)CC

=====

no.,DFT total energy (hartree)
1,-339.4667
2,-272.5242
3,-909.8507
4,-736.9299
5,-340.6594
6,-2326.8233
7,-2669.1498
8,-633.9389